Here is a molecular structure, C32H42Br2N6O3PPdS from the Open Molecules 2025 dataset. Energies are from ωB97M-V/def2-TZVPD.

Computed properties:
**HOMO-LUMO gap (spin up / spin down)**: 6.621 / 6.807 eV
**Calculated total energy**: -212639.3980 eV
**Energy relative to the best compared isomer or geometry (same formula, charge and spin)**: 1.2510 eV
**HOMO (spin up / spin down)**: -4.51 / -4.53 eV
**F_max**: 0.0355 Eh/bohr
**Net charge**: -1

Structure (XYZ):
```
88
C32H42Br2N6O3PPdS ωB97M-V/def2-TZVPD
Pd -0.2619 0.4902 0.3847
Br 0.2641 0.6517 -4.8181
Br -3.1576 -3.8482 -4.7997
S 0.2534 0.3727 4.0999
P -2.4909 2.5832 0.0125
O 1.3158 1.0894 4.7641
O -1.0577 0.9683 4.1910
O 0.3418 0.1041 -1.8685
N -0.9511 -1.8188 -0.4211
N 2.6574 -0.7416 2.9295
N 0.5530 0.1793 2.5155
N -0.4549 -5.0131 6.5403
N -2.1540 1.0703 0.0946
N 1.9141 -0.1172 0.7553
C -0.1411 3.4426 1.4257
C -4.4152 2.6256 0.2643
C 3.0559 -0.5223 0.2464
C 1.0015 -3.3050 5.6522
C -4.7206 1.6658 1.4209
C -1.0779 -1.8152 -1.7526
C 1.7320 -0.2377 2.0983
C -2.0376 3.3426 -1.7126
C 3.7969 -1.1271 2.3979
C 1.1824 -2.0464 5.1126
C 0.0834 -1.2647 4.8185
C 4.0680 -1.0512 1.0400
C -0.5961 -0.7394 -3.8480
C -1.5971 -2.6984 0.3163
C -2.2626 2.2640 -2.7677
C -5.1000 3.9686 0.5009
C -0.5296 3.6109 -1.7034
C -2.2578 3.3244 2.6812
C -1.8638 5.2494 1.1637
C -1.3807 -2.9717 5.6396
C -0.2808 -3.7799 5.9301
C -1.1945 -1.7241 5.0783
C -1.4193 -2.5592 1.7958
C -0.3765 -0.7536 -2.4565
C -2.0403 -2.6275 -3.8250
C -1.9081 -2.7488 -2.4321
C -2.5420 -3.7235 -1.6353
C -2.3892 -3.6963 -0.2717
C -2.7912 4.6067 -2.1172
C -5.0154 1.9827 -0.9888
C -1.3961 -1.6361 -4.5285
C -1.6456 3.7480 1.3500
H -1.4504 5.7656 2.0318
H 1.8545 -3.9292 5.8812
H -2.8705 -4.4350 0.3522
H -5.7301 1.2622 1.3203
H -1.7765 1.3485 -2.4424
H -4.8052 4.4138 1.4478
H -0.2007 3.8397 -2.7192
H -1.3607 5.6375 0.2812
H -1.3426 -5.4598 6.3755
H -1.8243 2.5852 -3.7129
H -1.5156 -1.5529 -5.5994
H -2.7288 5.3870 -1.3658
H 0.1694 3.3446 2.4668
H 4.5220 -1.5212 3.1043
H -2.3519 4.9877 -3.0405
H -4.6551 2.1455 2.3921
H 3.1717 -0.4119 -0.8260
H -1.7121 3.7821 3.5076
H -0.2622 4.4542 -1.0737
H -4.9882 2.6504 -1.8465
H 0.3357 -5.6361 6.4805
H 0.0083 2.7111 -1.3725
H 2.1596 -1.6633 4.8748
H 5.0005 -1.3968 0.6266
H -6.0633 1.7280 -0.8121
H -3.3099 2.0480 -2.9445
H -3.8390 4.3938 -2.3160
H -3.1588 -4.4791 -2.1045
H -2.0271 -1.0760 4.8576
H 0.0916 2.4633 0.9383
H -2.1715 2.2447 2.8016
H 0.4654 4.2179 0.9604
H -4.8961 4.6715 -0.3024
H -6.1794 3.8032 0.5349
H -2.2811 -2.9320 2.3452
H -2.3779 -3.3349 5.8473
H -0.5336 -3.1013 2.1303
H -2.9205 5.4939 1.0997
H -3.2975 3.6284 2.7676
H -1.2666 -1.4978 2.0288
H -4.4725 1.0672 -1.2185
H -4.0107 0.8392 1.3889
```

Löwdin population analysis, charges in e, atoms 1 to 5: 0.856 0.739 0.686 0.607 0.884



Here is a molecular structure, C18H33ClNO2P2Pb from the Open Molecules 2025 dataset. Energies are from ωB97M-V/def2-TZVPD.

Computed properties:
**HOMO-LUMO gap (spin up / spin down)**: 5.208 / 5.215 eV
**Calculated total energy**: -61105.1604 eV
**Energy relative to the best compared isomer or geometry (same formula, charge and spin)**: 0.0000 eV
**HOMO (spin up / spin down)**: -18.03 / -18.03 eV
**F_max**: 0.0541 Eh/bohr
**Net charge**: +3

Structure (XYZ):
```
58
C18H33ClNO2P2Pb ωB97M-V/def2-TZVPD
Pb 0.4087 -0.1245 1.6040
Cl -1.2758 0.0117 -2.0246
P 0.0588 -2.7661 0.2872
P -0.0918 2.6972 0.4024
O 1.3228 0.2957 -2.1011
O 3.8502 0.1148 -0.3517
N 1.2376 -0.0983 3.9357
C 1.4633 -3.8723 0.7088
C -2.3439 -0.5256 5.1087
C 0.3302 0.1550 -2.8005
C -3.6377 -0.4355 4.6026
C 2.8315 0.0868 0.1535
C -3.8516 -0.2309 3.2133
C -1.2724 -0.4277 4.2308
C 0.1093 -0.5691 4.8250
C -1.4413 3.4317 1.4027
C 1.5722 1.3037 4.1704
C 0.2860 -0.0076 -4.2784
C -0.6148 3.3083 -1.2556
C -0.2325 -3.2718 -1.4600
C -2.7529 -0.1086 2.3400
C -1.4786 -0.2072 2.8682
C 2.4361 -0.9304 4.0270
C -1.3476 -3.6007 1.1088
C 1.2724 3.9074 0.6784
H 1.8716 1.4998 5.2129
H -1.1938 -2.8708 -1.8126
H -1.5291 4.5038 1.1984
H -1.5614 2.8379 -1.5532
H -0.2348 -4.3707 -1.5192
H -0.3745 -0.8260 -4.5873
H -4.4839 -0.5154 5.2872
H 1.2783 -4.8909 0.3476
H 2.3692 -3.4875 0.2306
H -1.2462 3.2804 2.4677
H 2.1240 3.6198 0.0520
H -2.8646 0.0506 1.2460
H -2.2789 -3.1161 0.8025
H -4.8646 -0.1629 2.8128
H 2.7414 -1.0893 5.0709
H -1.2409 -3.5186 2.1917
H 0.3090 -1.6303 5.0463
H 2.2083 -1.9028 3.5784
H -2.1278 -0.6728 6.1790
H -0.1119 0.9202 -4.7269
H 0.1778 0.0204 5.7563
H 1.5845 3.9045 1.7290
H -2.3815 2.9389 1.1417
H 0.1531 3.0521 -1.9969
H -0.7326 4.4028 -1.2171
H 3.2341 -0.4321 3.4730
H 0.7215 1.9561 3.9210
H 1.6082 -3.8982 1.7942
H 2.4104 1.5857 3.5240
H 0.5717 -2.8758 -2.0960
H 1.2966 -0.1233 -4.6683
H 0.9629 4.9227 0.3966
H -1.3821 -4.6567 0.8286
```

Löwdin population analysis, charges in e, atoms 1 to 5: 1.264 0.663 0.797 0.813 -0.043



Here is a molecular structure, C26H42N3PtSeSi4Te from the Open Molecules 2025 dataset. Energies are from ωB97M-V/def2-TZVPD.

Computed properties:
**HOMO-LUMO gap**: 6.627 eV
**Calculated total energy**: -139517.9350 eV
**Energy relative to the best compared isomer or geometry (same formula, charge and spin)**: 0.2565 eV
**HOMO**: -4.13 eV
**F_max**: 0.0212 Eh/bohr
**Net charge**: -1

Structure (XYZ):
```
78
C26H42N3PtSeSi4Te ωB97M-V/def2-TZVPD
Pt 1.4724 0.7889 -0.3893
Te 0.0440 -1.2700 -1.2349
Se 2.3415 0.9421 -2.5854
Si -2.5456 1.6898 -1.5174
Si -2.9138 -0.7430 1.4726
Si -2.2923 -0.5122 -0.7676
Si -3.5915 -1.9977 -2.0335
N 2.2981 2.5288 0.2550
N 1.3913 0.5595 1.7755
N 7.0308 0.8068 -1.9222
C 4.3499 -3.4089 2.7500
C 2.7540 3.6480 -0.3181
C 2.7259 -2.1703 1.4680
C 2.7870 -1.9563 3.8536
C -3.5791 -3.7017 -1.2352
C 4.2134 0.9010 -2.2128
C -2.9048 -2.1510 -3.7741
C 6.2021 0.7259 -0.8818
C 6.4452 0.9326 -3.1156
C 2.3671 2.6897 1.6117
C -2.3117 -2.4040 2.1204
C 3.8446 -2.8548 3.9167
C 1.0844 -0.5996 2.6060
C 3.1541 4.5555 0.6755
C 4.8169 0.7670 -0.9641
C 1.8855 1.5948 2.3726
C 2.9103 3.9421 1.9088
C -2.2083 0.6812 2.4828
C 5.0771 0.9810 -3.3106
C 3.7875 -3.0615 1.5272
C -2.0338 1.7789 -3.3208
C -5.3875 -1.4369 -2.1621
C -4.7884 -0.7192 1.6993
C 2.2151 -1.6065 2.6344
C -1.4901 2.8796 -0.5222
C -4.3424 2.2504 -1.3573
H 4.1805 -3.4799 0.6090
H -4.4435 3.2945 -1.6705
H -2.5786 -2.5370 3.1736
H 4.2773 -3.1123 4.8759
H -1.9546 3.1213 0.4373
H -5.0130 1.6457 -1.9725
H -2.3380 0.5056 3.5556
H -2.5549 -4.0543 -1.0891
H -4.6826 2.1780 -0.3200
H 4.6813 1.0797 -4.3142
H -5.9874 -2.1928 -2.6790
H 0.1607 -1.0460 2.2423
H -1.0157 1.3975 -3.4365
H -3.0016 -1.2079 -4.3176
H 4.2268 0.6849 -0.0641
H -1.1439 0.8324 2.2814
H -4.0737 -3.6842 -0.2607
H -5.4659 -0.5037 -2.7257
H 7.1116 0.9979 -3.9706
H -5.2477 -1.6063 1.2535
H -5.2388 0.1595 1.2296
H -0.5005 2.4628 -0.3246
H -3.4417 -2.9257 -4.3307
H 2.7946 3.7366 -1.3926
H 6.6687 0.6164 0.0929
H -2.6930 1.1793 -3.9542
H 3.0857 4.3481 2.8934
H -5.0477 -0.7052 2.7627
H 0.9118 -0.2741 3.6372
H 1.9679 1.6091 3.4604
H -2.7642 -3.2158 1.5465
H 5.1821 -4.1009 2.7904
H -1.3498 3.8115 -1.0790
H 2.2979 -1.8972 0.5134
H -4.1063 -4.4218 -1.8686
H 2.4034 -1.5120 4.7663
H -5.8291 -1.2695 -1.1762
H -2.0599 2.8126 -3.6788
H -1.8437 -2.4083 -3.7493
H -2.7219 1.6116 2.2265
H 3.5701 5.5365 0.5083
H -1.2318 -2.5168 2.0130
```

Löwdin population analysis, charges in e, atoms 1 to 5: 0.409 0.396 0.511 0.319 0.325